[1]
Density functional theory data (the ωB97M-V functional and the def2-TZVPD basis) for a molecular structure, C30H44N2O3P2Sn at a distorted geometry.

Each line ends with the Löwdin charge.
Positions of all 82 atoms, in Å:
Sn: -0.622921 0.602022 -1.493286  0.944
P: -3.016345 -1.312888 -0.448308  0.846
P: 1.730834 1.302066 -2.594611  0.720
N: -0.863711 -0.558288 -3.130464  -0.232
H: -1.558890 -0.968894 -0.916984  -0.086
C: -4.428870 -0.493294 -1.234962  -0.194
H: -5.327088 -0.835946 -0.691807  0.059
H: -4.491457 -0.780092 -2.304053  0.073
H: -4.343105 0.612911 -1.167459  0.046
C: -2.918507 -1.110424 1.332089  -0.210
H: -3.692919 -1.734790 1.803339  0.065
H: -3.043528 -0.030361 1.552435  0.061
H: -1.888009 -1.386988 1.617555  0.050
C: -2.534402 -2.900978 -1.149866  -0.219
H: -3.246824 -3.640666 -0.759371  0.049
H: -1.502997 -3.111703 -0.830112  0.065
H: -2.536768 -2.851615 -2.249808  0.067
C: 1.411645 2.391756 -3.992285  -0.257
H: 2.400354 2.751175 -4.314226  0.047
H: 0.755228 3.211430 -3.655689  0.023
H: 0.923621 1.814346 -4.784362  0.055
C: 2.752358 2.242120 -1.434655  -0.246
H: 3.540955 2.689911 -2.054991  0.046
H: 3.188691 1.578767 -0.674093  0.040
H: 2.160525 3.027541 -0.945897  0.036
C: 2.817491 -0.027247 -3.181114  -0.240
H: 3.745595 0.464665 -3.499116  0.046
H: 2.361044 -0.553624 -4.028728  0.050
H: 3.032909 -0.743044 -2.374860  0.047
C: -0.441835 -1.663643 -3.690517  -0.531
C: -0.835041 -3.117913 -5.610064  -0.133
C: -1.022676 -1.904405 -4.985572  -0.090
C: 0.438542 -2.645993 -3.110462  -0.110
C: 0.635207 -3.847751 -3.762799  -0.139
C: -0.004911 -4.086170 -4.996163  -0.154
H: -1.334347 -3.300651 -6.560418  0.089
H: -1.615974 -1.082555 -5.399902  0.092
H: 0.920021 -2.419270 -2.146572  0.093
H: 1.287478 -4.606371 -3.315541  0.095
H: 0.151323 -5.041073 -5.504266  0.076
C: -1.420721 3.982766 -1.274698  -0.483
O: -0.958234 3.677803 -2.389960  -0.047
C: -2.909412 3.748259 -0.948827  -0.041
H: -3.012462 3.774273 0.154075  0.067
H: -3.201253 2.767107 -1.399973  0.054
H: -3.549574 4.552071 -1.396150  0.094
C: -0.543989 3.997209 -0.008053  -0.050
H: 0.306726 4.710191 -0.074218  0.088
H: -0.131548 2.959807 0.120178  0.045
H: -1.212759 4.260996 0.837652  0.064
C: -1.045425 -2.516810 4.944336  -0.049
C: -1.044095 -1.073004 4.518343  -0.245
C: -2.237313 -0.363253 4.507789  -0.089
C: -2.293997 0.960137 4.056849  -0.106
C: -1.125574 1.560766 3.583294  -0.030
C: 0.083971 0.844842 3.572935  -0.197
N: 1.194159 1.515087 3.060018  0.100
C: 2.383685 1.021168 2.513540  -0.223
C: 3.587258 1.702698 2.764933  -0.022
C: 4.794020 1.158270 2.320840  -0.093
C: 4.811434 -0.060495 1.638546  -0.091
C: 3.607957 -0.695666 1.316992  -0.028
C: 2.398424 -0.117154 1.681356  -0.135
C: 1.142083 -0.568684 1.030151  -0.564
O: 0.533316 -1.617188 1.297827  0.022
O: 0.787183 0.318504 0.127746  -0.296
C: 0.155538 -0.445339 4.146393  -0.161
C: 1.446675 -1.158709 4.358169  -0.025
H: -0.540670 -3.161802 4.210742  0.092
H: -0.544467 -2.659270 5.911901  0.084
H: -2.073946 -2.877450 5.054420  0.074
H: -3.145777 -0.870952 4.846694  0.108
H: -3.229159 1.503237 4.064027  0.097
H: -1.141337 2.584082 3.208789  0.102
H: 1.169404 2.529012 3.153516  0.144
H: 3.551618 2.647807 3.312640  0.112
H: 5.719696 1.690575 2.539652  0.101
H: 5.766130 -0.488693 1.308130  0.104
H: 3.598755 -1.641073 0.770743  0.127
H: 1.694214 -1.762394 3.476782  0.086
H: 2.277883 -0.475743 4.562197  0.094
H: 1.368890 -1.845064 5.207647  0.078

Forces on the atoms, in the same order (eV/Å):
0.65 1.94 -1.55
3.53 0.38 -1.36
-1.37 -0.59 0.94
-0.32 1.22 2.05
-2.77 -0.22 0.70
0.00 0.05 -0.14
0.22 0.22 -0.29
0.14 0.10 0.65
0.06 -0.74 0.09
-0.31 -0.03 -0.17
0.37 0.37 0.23
-0.07 -0.64 -0.03
-0.38 -0.08 0.01
-1.33 -1.06 0.62
0.43 -0.42 -0.49
-0.42 0.08 0.06
-0.10 0.16 0.37
0.57 0.18 -0.05
-0.39 0.20 -0.31
0.40 -0.36 -0.24
0.08 0.15 0.12
0.46 0.23 -0.35
0.12 0.15 0.46
-0.19 0.20 -0.22
0.19 -0.24 -0.17
0.26 0.23 -0.18
0.05 -0.32 -0.06
0.06 0.09 0.28
-0.13 0.27 -0.25
-0.07 -0.82 -0.50
0.52 0.02 0.62
0.44 -0.45 0.12
-0.35 0.59 -0.15
-0.36 -0.06 -0.81
0.08 -0.60 -0.22
0.24 -0.18 0.11
0.12 -0.46 0.10
-0.30 -0.09 -0.37
-0.26 0.21 -0.26
-0.04 0.26 0.20
0.74 -2.98 -1.06
-1.02 1.73 2.29
-0.06 0.89 -0.48
-0.34 -0.24 -0.76
0.31 0.79 0.45
0.46 -0.67 0.33
-0.01 0.77 -0.24
-0.52 -0.45 0.00
-0.48 0.76 -0.10
0.84 -0.16 -0.26
-0.07 -0.23 0.17
0.12 0.21 0.01
-0.50 0.17 -0.20
0.82 -0.24 0.11
-0.48 -0.47 0.05
-0.25 -0.17 0.32
0.37 0.94 -0.06
0.41 -0.11 -0.21
-0.16 -0.49 -0.15
-0.23 0.11 -0.01
0.20 -0.05 -0.11
0.28 0.21 0.13
0.51 0.35 0.66
-1.70 -0.13 -0.89
0.60 0.89 -0.42
0.75 -1.39 1.31
-0.42 0.45 -0.31
0.38 -0.35 0.07
-0.06 0.23 0.16
-0.07 0.00 -0.20
0.17 0.07 0.00
0.24 0.23 -0.13
-0.01 0.06 0.03
0.00 -0.21 -0.02
-0.05 -0.54 -0.01
0.11 -0.34 -0.03
-0.18 -0.19 -0.12
-0.45 0.15 0.23
0.03 0.34 0.00
0.08 0.07 0.14
-0.18 -0.10 -0.11
0.00 0.16 -0.11

Calculated total energy, eV: -65352.7070
Spin multiplicity: 1
Highest occupied orbital energy, eV: -5.494
Kohn-Sham gap, Eh: 0.20776
Net charge: 0
E_LUMO, hartree: 0.0059

***

[2]
Density functional theory data (the ωB97M-V functional and the def2-TZVPD basis) for 15 unconnected molecules or ions with the total composition H30O15 at a distorted geometry.

Each line ends with the Löwdin charge.
Positions of all 45 atoms, in Å:
O: 1.868778 2.061378 2.924067  -0.012
H: 1.282778 1.577378 2.451067  -0.081
H: 2.090778 2.675378 2.215067  0.048
O: 2.055778 2.259378 -3.285933  -0.045
H: 1.934778 2.502378 -4.185933  0.013
H: 1.192778 1.961378 -3.015933  -0.030
O: -0.494222 2.421378 -1.598933  -0.049
H: -0.135222 3.118378 -1.016933  0.065
H: -1.306222 2.101378 -1.197933  -0.005
O: 1.005778 -2.500622 -2.374933  -0.038
H: 0.520778 -2.075622 -1.660933  0.011
H: 1.385778 -1.899622 -2.995933  0.013
O: -2.657222 1.519378 0.223067  -0.015
H: -2.229222 1.334378 1.077067  0.031
H: -3.344222 2.109378 0.332067  0.035
O: -2.178222 -2.117622 0.200067  -0.060
H: -2.298222 -1.418622 -0.444933  -0.023
H: -1.832222 -1.584622 0.903067  -0.030
O: -1.929222 -1.341622 2.819067  -0.026
H: -2.184222 -2.155622 3.181067  0.038
H: -1.019222 -1.582622 2.919067  -0.008
O: -0.958222 1.606378 2.351067  -0.027
H: -1.442222 1.345378 3.136067  0.074
H: -0.780222 2.537378 2.492067  0.077
O: 0.744778 -1.042622 2.897067  -0.005
H: 1.364778 -1.716622 3.100067  0.059
H: 0.875778 -0.528622 3.679067  0.049
O: 2.531778 -1.829622 -0.144933  -0.030
H: 2.769778 -1.974622 -1.019933  0.001
H: 2.067778 -1.006622 -0.263933  -0.015
O: -2.724222 -0.381622 -1.757933  -0.045
H: -2.583222 0.294378 -1.059933  0.001
H: -3.654222 -0.216622 -1.853933  0.052
O: 2.780778 1.327378 0.137067  -0.038
H: 3.724778 1.519378 0.046067  0.065
H: 2.773778 0.858378 0.958067  0.009
O: 0.133778 -0.282622 0.003067  -0.042
H: -0.210222 0.135378 0.807067  0.012
H: 0.317778 0.427378 -0.647933  0.049
O: 0.207778 -3.537622 0.594067  -0.105
H: -0.667222 -3.035622 0.554067  0.009
H: 0.854778 -2.889622 0.254067  -0.025
O: 0.131778 0.036378 -3.597933  -0.068
H: 0.486778 0.110378 -4.506933  0.062
H: -0.477222 -0.720622 -3.621933  0.048

Forces on the atoms, in the same order (eV/Å):
2.61 2.62 1.56
-3.26 -3.12 -1.81
0.68 0.46 0.25
0.76 -0.03 0.73
-0.02 0.41 -1.14
-0.74 -0.32 0.47
0.75 0.48 0.14
-0.37 -0.55 -0.40
-0.20 0.09 0.29
-0.16 -1.62 0.16
0.05 0.44 -0.28
-0.08 1.13 -0.17
2.20 -1.91 -0.64
-0.05 0.31 -0.05
-2.27 1.88 0.56
-0.24 -0.40 -0.01
-0.27 -0.36 -1.17
0.06 0.08 1.29
-0.01 1.31 -0.06
-2.22 -1.93 0.71
2.15 0.95 -0.40
-0.15 -0.12 -0.09
-0.11 -0.48 0.35
0.19 0.36 -0.04
-0.42 0.47 -0.26
1.01 -1.66 -0.56
-0.26 1.21 0.85
-0.08 0.35 2.36
0.90 -1.18 -2.54
-0.59 0.77 0.60
0.37 0.95 0.37
0.49 -0.20 -0.30
-0.98 -0.45 -0.60
0.41 0.65 -0.55
-0.22 0.08 -0.38
-0.22 -0.74 0.92
0.05 0.52 -0.47
0.34 0.00 -0.25
-0.31 -0.16 0.50
-1.10 1.20 0.12
1.40 -1.05 -0.35
-0.03 -0.44 0.30
0.13 -0.22 -0.84
-0.32 -0.11 0.74
0.11 0.33 0.08

Calculated total energy, eV: -31199.6328
Spin multiplicity: 1
Highest occupied orbital energy, eV: -9.481
Energy relative to the best compared isomer or geometry (same formula, charge and spin), eV: 2.033
Kohn-Sham gap, Eh: 0.33279
Net charge: 0
E_LUMO, hartree: -0.0157